Record 1
Density functional theory data (ωB97M-V with the def2-TZVPD basis set) for C22H31N3O2 in the gas phase.

Cartesian coordinates (Å):
C 3.6026 -1.9424 3.4308
C 2.9676 -1.3512 2.2194
C 2.4606 -0.0990 2.0166
C 1.9960 -0.0324 0.6674
C 1.4277 1.1287 -0.0604
O 1.8519 1.4593 -1.1593
N 0.4191 1.8289 0.5633
C -0.1314 2.9921 -0.1059
C -1.5687 2.7577 -0.6268
N -1.8517 1.3602 -0.9239
C -1.1627 0.7150 -1.9170
O -1.0163 -0.4996 -1.9278
C -0.5888 1.4790 -3.0579
C -0.4714 2.7171 -3.5521
C 0.3949 2.2931 -4.7114
C 0.2667 0.8499 -4.1313
C -2.3856 0.5858 0.2105
C -3.3352 -0.5347 -0.2054
C -3.9802 -1.1524 1.0314
C -2.9136 -1.6755 1.9884
C -1.9491 -0.5625 2.3847
C -1.2985 0.0980 1.1694
C -0.3850 1.2360 1.6295
C 2.2436 -1.2540 0.0881
C 1.9566 -1.7535 -1.2842
N 2.8160 -2.0543 1.0435
C 3.2448 -3.4170 0.8155
H 3.6418 -1.1885 4.2150
H 3.0395 -2.7950 3.8191
H 4.6245 -2.2778 3.2390
H 2.4629 0.6977 2.7439
H -0.1400 3.8383 0.5888
H 0.5370 3.2236 -0.9301
H -2.2936 3.0665 0.1259
H -1.7566 3.3782 -1.4991
H -0.8200 3.6956 -3.2511
H -0.0338 2.4404 -5.7037
H 1.4078 2.6974 -4.6924
H 1.2002 0.4260 -3.7636
H -0.2433 0.1308 -4.7711
H -2.9933 1.3094 0.7704
H -4.0933 -0.1242 -0.8772
H -2.7856 -1.2954 -0.7563
H -4.5922 -0.4033 1.5479
H -4.6542 -1.9584 0.7340
H -3.3759 -2.1083 2.8785
H -2.3530 -2.4780 1.4972
H -2.4971 0.2007 2.9537
H -1.1681 -0.9465 3.0471
H -0.6830 -0.6427 0.6479
H 0.2603 0.8643 2.4219
H -0.9886 2.0396 2.0650
H 1.5478 -0.9466 -1.8849
H 2.8636 -2.1252 -1.7673
H 1.2196 -2.5608 -1.2745
H 2.4998 -3.9505 0.2278
H 4.1983 -3.4527 0.2843
H 3.3584 -3.9272 1.7684

E_tot = -1171.665145 Ha
SMILES = Cc1cc(C(=O)N2CCN(C(=O)C3=CCC3)[C@H]3CCCC[C@@H]3C2)c(C)n1C
maximum force = 0.2 eV/A
E_LUMO = 0.772 eV
2S+1 = 1

***

Record 2
Density functional theory data (ωB97M-V with the def2-TZVPD basis set) for C35H24Br2MoN9O7S as an isolated structure.

Cartesian coordinates (Å):
Mo -0.0369 -0.4150 0.0311
C 1.2144 2.1000 -3.1883
C 0.1845 2.0674 -4.1349
C -1.0022 1.4925 -3.7768
C -1.1663 0.9236 -2.4950
N -0.1462 0.9509 -1.5785
C 0.9978 1.5492 -1.9504
N -2.3762 0.3993 -2.2715
C -2.7700 -0.0586 -1.1157
N -2.0048 -0.0939 0.0211
C -2.8488 -0.2868 1.0969
N -2.5393 0.0136 2.3398
C -1.4410 0.7455 2.5773
C -1.2742 1.2838 3.8721
C -0.2746 2.1892 4.1124
C 0.5012 2.6361 3.0371
C 0.3219 2.0429 1.8106
N -0.5512 1.0534 1.5833
C -4.1589 -0.6341 0.6044
C -5.3282 -1.0499 1.2251
C -6.4376 -1.2785 0.4317
C -6.3989 -1.0820 -0.9498
C -5.2395 -0.6711 -1.5813
C -4.1162 -0.4607 -0.7986
H 2.1756 2.5239 -3.4250
H 0.3254 2.4837 -5.1200
H -1.8480 1.4251 -4.4414
H 1.7935 1.5582 -1.2066
H -1.9738 0.9730 4.6294
H -0.1014 2.5783 5.1048
H 1.2555 3.3929 3.1650
H 0.9060 2.3707 0.9590
H -5.3534 -1.1957 2.2909
H -7.3538 -1.6170 0.8893
H -7.2909 -1.2519 -1.5372
H -5.1928 -0.5225 -2.6499
O -6.2188 -7.3251 4.9084
S -5.9606 -5.9400 4.5706
O -6.0267 -5.6323 3.1577
O -6.5573 -4.9469 5.4539
C -4.2021 -5.6393 5.0420
N -3.7366 -6.1799 6.1492
C -2.5108 -5.8152 6.5019
C -1.7526 -4.9274 5.7543
C -2.3478 -4.4115 4.5984
N -3.5922 -4.7830 4.2734
C -1.6931 -3.5204 3.6492
C -2.2199 -3.4344 2.3585
C -1.6011 -2.6584 1.4093
N -0.5123 -1.8942 1.6502
C -0.0267 -1.9559 2.9062
C -0.5484 -2.7516 3.9016
H -2.1264 -6.2705 7.4072
H -0.7403 -4.6742 6.0250
H -3.1094 -3.9948 2.1209
H -1.9758 -2.6745 0.4006
H 0.8377 -1.3440 3.1286
H -0.0685 -2.7498 4.8682
Br 3.7934 -6.1805 -3.7134
C 3.1374 -5.0967 -2.3020
C 2.7912 -5.6778 -1.0893
N 2.3360 -4.9673 -0.0754
C 2.1850 -3.6636 -0.2260
C 2.4922 -2.9977 -1.4115
C 2.9949 -3.7336 -2.4775
C 2.2678 -1.5235 -1.5836
O 2.8396 -0.8673 -2.4290
O 1.4703 -1.0288 -0.6932
H 2.8883 -6.7437 -0.9297
H 1.8216 -3.1306 0.6480
H 3.2468 -3.2309 -3.3976
C -2.2406 -3.1469 -2.7426
O -1.8451 -2.4323 -1.5714
C -0.6486 -1.8079 -1.5965
O 0.0753 -1.9583 -2.5648
H -3.0607 -3.7929 -2.4395
H -1.4006 -3.7310 -3.1290
H -2.5709 -2.4411 -3.5077
Br 2.4335 -0.0077 1.6885

charge = -1
E_tot = -7982.247017 Ha
maximum force = 2.9 eV/A
E_LUMO (spin up / spin down) = 0.223 / 0.220 eV
2S+1 = 1

***

Record 3
Density functional theory data (ωB97M-V with the def2-TZVPD basis set) for C26H29AsCrS4 as an isolated structure.

Cartesian coordinates (Å):
Cr -0.8992 -0.5452 -0.0327
C -2.4021 -2.2271 2.5311
C -3.0794 -2.7397 1.2821
S -1.9121 -2.6808 -0.1250
C -3.0858 -2.4842 -1.5140
C -2.3213 -2.0497 -2.7432
S -1.2139 -0.6266 -2.4391
C -2.2309 0.8514 -2.7740
C -3.2055 1.2107 -1.6714
S -2.2978 1.3476 -0.0895
C -3.5766 0.9527 1.1571
C -2.8834 0.6275 2.4646
S -1.5562 -0.6244 2.3166
H -1.6179 -2.9067 2.8666
H -3.1171 -2.1175 3.3467
H -3.9655 -2.1631 1.0196
H -3.3743 -3.7816 1.4153
H -3.8428 -1.7592 -1.2177
H -3.5704 -3.4466 -1.6852
H -2.9973 -1.7913 -3.5581
H -1.6591 -2.8415 -3.0941
H -2.7533 0.6872 -3.7167
H -1.4980 1.6462 -2.9290
H -3.9999 0.4745 -1.5577
H -3.6601 2.1805 -1.8756
H -4.1803 0.1253 0.7862
H -4.2170 1.8275 1.2754
H -3.5955 0.2731 3.2097
H -2.3825 1.5068 2.8716
C 6.2181 -1.3383 -0.5766
C 5.7265 -0.8588 0.6296
C 4.3583 -0.7671 0.8395
C 3.5050 -1.1497 -0.1856
C 3.9784 -1.6621 -1.3874
C 5.3477 -1.7434 -1.5805
As 1.5646 -0.8792 0.0199
C 1.2541 0.7117 -1.0759
C 1.4015 0.8177 -2.4591
C 1.3193 2.0622 -3.0559
C 1.0654 3.1974 -2.2790
C 0.9063 3.1009 -0.9070
C 1.0070 1.8570 -0.2864
C 1.0133 1.6198 1.1594
C 0.8199 2.5852 2.1481
C 1.0081 2.2498 3.4781
C 1.3789 0.9531 3.8482
C 1.5224 -0.0282 2.8846
C 1.3547 0.3041 1.5433
H 7.2866 -1.4109 -0.7280
H 6.4035 -0.5537 1.4157
H 3.9816 -0.4028 1.7836
H 3.2989 -2.0056 -2.1579
H 5.7341 -2.1349 -2.5116
H 1.6167 -0.0581 -3.0590
H 1.4693 2.1592 -4.1232
H 1.0208 4.1682 -2.7556
H 0.7521 3.9983 -0.3222
H 0.5546 3.5998 1.8805
H 0.8855 3.0070 4.2420
H 1.5597 0.7167 4.8885
H 1.7823 -1.0413 3.1701

charge = +3
E_tot = -5880.145799 Ha
expectation value of S² = 0.814
maximum force = 1.3 eV/A
E_LUMO (spin up / spin down) = -11.480 / -10.405 eV
2S+1 = 2

***

Record 4
Density functional theory data (ωB97M-V with the def2-TZVPD basis set) for C40H87AlBr2F3O13 as an isolated structure.

Cartesian coordinates (Å):
C -3.9071 1.8748 -3.0105
C -2.7706 2.5111 -1.9737
C -1.2761 2.6096 -2.6688
C -0.5204 1.1549 -2.7195
C 0.4653 1.0372 -1.4113
C 0.8669 -0.5586 -1.1126
C 0.7352 -0.7580 0.5088
C 1.6591 -1.9541 1.1427
C 3.2097 -1.9965 0.5686
C 3.2124 -3.0415 -0.6933
Al 4.5571 -2.6201 -2.1814
C 5.3195 -4.4697 -2.7967
C 6.7245 -4.3223 -3.6333
C 6.5666 -3.5741 -5.0832
F 7.3817 -4.3581 -6.0709
Br 4.6779 -3.5395 -5.7957
C 7.1268 -2.0346 -5.1381
F 5.9665 -1.0913 -5.0613
F 8.1870 -1.7138 -4.1554
Br 7.9741 -1.8294 -6.9824
C 6.1826 -1.5112 -1.6089
O 6.0099 -0.7240 -0.3789
C 7.0122 0.3769 -0.5144
H -3.9642 2.4443 -4.0326
H -3.7106 0.7201 -3.1817
H -4.9479 2.0072 -2.4667
H -2.7719 1.8691 -0.9823
H -3.1065 3.6127 -1.6982
H -0.6614 3.4549 -2.1084
H -1.4500 2.9347 -3.7989
H 0.1773 1.0915 -3.6727
H -1.2615 0.2497 -2.7891
H 1.4786 1.5992 -1.6763
H 0.0094 1.5458 -0.4543
H 0.1563 -1.3155 -1.6677
H 1.9449 -0.6922 -1.5476
H -0.3984 -1.0713 0.7140
H 0.8807 0.2536 1.1158
H 1.0987 -2.9911 1.0692
H 1.7578 -1.7173 2.3075
H 3.8793 -2.4540 1.4417
H 3.4973 -0.8929 0.3058
H 3.3564 -4.1450 -0.2754
H 2.1322 -3.0447 -1.1938
H 3.8611 -1.9254 -3.4572
H 5.5892 -5.0472 -1.7872
H 4.4963 -5.1195 -3.3211
H 7.5470 -3.8668 -2.9271
H 7.0927 -5.4325 -3.8729
H 6.4223 -0.7288 -2.4781
H 7.1224 -2.2202 -1.5627
H 6.5028 1.1838 -1.2300
H 7.9977 -0.0787 -1.0100
H 7.2624 0.8585 0.5423
C 3.5124 -8.9982 6.1218
O 4.1362 -8.6716 4.8908
C 4.0678 -9.7371 3.9424
C 4.0916 -9.1863 2.5140
O 2.8418 -8.6198 2.1007
C 2.4853 -7.3681 2.6996
C 3.3301 -6.1919 2.2004
O 4.6203 -6.2036 2.8159
C 5.6133 -5.6013 2.0043
H 4.0560 -9.8054 6.6215
H 3.5260 -8.1093 6.7584
H 2.4678 -9.2860 5.9607
H 3.1554 -10.3249 4.0861
H 4.9381 -10.3800 4.1051
H 4.2700 -10.0264 1.8334
H 4.9102 -8.4822 2.3599
H 2.4849 -7.4383 3.7866
H 1.4475 -7.1855 2.3982
H 2.8458 -5.2480 2.4689
H 3.4227 -6.2521 1.1106
H 5.6795 -6.1072 1.0361
H 6.5769 -5.7054 2.5100
H 5.3968 -4.5362 1.8631
C 1.5212 -10.7232 0.0102
O 0.3643 -11.4099 0.4586
C 0.0159 -11.0763 1.8028
C -1.4906 -11.2388 2.0226
O -2.2667 -10.1720 1.4628
C -2.3626 -10.1414 0.0338
C -3.2431 -11.2552 -0.5412
O -2.5412 -12.5006 -0.5409
C -3.4127 -13.6137 -0.4459
H 2.3992 -11.0460 0.5775
H 1.6709 -10.9595 -1.0469
H 1.3867 -9.6399 0.1014
H 0.3038 -10.0453 2.0325
H 0.5613 -11.7568 2.4635
H -1.6783 -11.2007 3.1016
H -1.8528 -12.2083 1.6782
H -1.3755 -10.1226 -0.4263
H -2.8372 -9.1831 -0.2064
H -3.5024 -11.0237 -1.5789
H -4.1613 -11.3304 0.0513
H -4.0211 -13.5512 0.4617
H -2.8040 -14.5198 -0.3865
H -4.0555 -13.6721 -1.3316
C -5.3385 8.8077 -3.4669
O -5.9491 8.1913 -2.3453
C -5.7992 6.7711 -2.3516
C -5.8185 6.2232 -0.9220
O -4.5921 6.4384 -0.2125
C -4.3197 7.7872 0.1860
C -5.2155 8.2774 1.3277
O -6.5177 8.6065 0.8382
C -7.5223 8.4537 1.8257
H -5.8489 8.5121 -4.3884
H -5.4165 9.8916 -3.3460
H -4.2760 8.5463 -3.5201
H -4.8596 6.4835 -2.8344
H -6.6365 6.3534 -2.9188
H -5.9338 5.1351 -0.9812
H -6.6706 6.5955 -0.3519
H -4.3418 8.4619 -0.6689
H -3.2864 7.7805 0.5516
H -4.7906 9.1845 1.7685
H -5.2781 7.4990 2.0958
H -7.5370 7.4275 2.2058
H -8.4908 8.6595 1.3621
H -7.3614 9.1614 2.6469
C -3.8252 12.8963 -1.4441
O -4.0002 13.2767 -0.0893
C -4.4432 12.1947 0.7307
C -3.9798 12.3924 2.1765
O -2.5928 12.0927 2.3766
C -1.6574 13.0288 1.8280
C -1.6113 14.3588 2.5864
O -2.7373 15.1707 2.2450
C -3.1033 16.0561 3.2889
H -4.7869 12.6286 -1.8915
H -3.4022 13.7466 -1.9861
H -3.1232 12.0590 -1.5223
H -4.0560 11.2417 0.3560
H -5.5366 12.1777 0.6921
H -4.5256 11.6791 2.8043
H -4.2231 13.3870 2.5525
H -1.8246 13.1726 0.7612
H -0.6752 12.5529 1.9285
H -0.7095 14.9128 2.3080
H -1.5931 14.1588 3.6632
H -3.3331 15.5006 4.2034
H -4.0043 16.5932 2.9808
H -2.3016 16.7798 3.4745

charge = -1
E_tot = -8243.931778 Ha
maximum force = 5.0 eV/A
E_LUMO = 1.735 eV
2S+1 = 1

***

Record 5
Density functional theory data (ωB97M-V with the def2-TZVPD basis set) for C34H30CrN6S5 as an isolated structure.

Cartesian coordinates (Å):
Cr -0.8761 0.6851 -0.0818
S -2.9632 0.0473 0.8385
C -2.5103 -0.5954 2.3990
C -3.5145 -0.8511 3.3485
C -3.2199 -1.3661 4.5941
C -1.9045 -1.6422 4.9623
C -0.8950 -1.3879 4.0555
C -1.1962 -0.8811 2.7917
S 0.1649 -0.6346 1.6738
C 0.1938 -2.2373 0.8366
C -0.8066 -2.3823 -0.2741
C -1.4000 -3.6295 -0.4482
C -2.2516 -3.8382 -1.5217
C -2.4422 -2.8092 -2.4070
C -1.8205 -1.5596 -2.1896
C -2.0110 -0.5515 -3.1400
S -1.8289 2.2928 -1.5455
C -0.9335 3.7060 -0.9854
C -0.6566 4.7511 -1.8665
C 0.0626 5.8636 -1.4551
C 0.5131 5.9460 -0.1422
C 0.2377 4.9148 0.7454
C -0.4835 3.7913 0.3411
S -0.8028 2.4737 1.4684
N -1.0380 -1.3431 -1.0805
H -4.5380 -0.6239 3.0790
H -4.0239 -1.5439 5.2975
H -1.6742 -2.0406 5.9410
H 0.1396 -1.5750 4.3177
H 0.0549 -3.0052 1.5946
H 1.1873 -2.3564 0.3954
H -1.1893 -4.4176 0.2608
H -2.7427 -4.7922 -1.6602
H -3.0680 -2.9228 -3.2810
H -2.6316 -0.7581 -4.0000
H -1.5838 0.4344 -3.0474
H -1.0118 4.6779 -2.8875
H 0.2627 6.6657 -2.1548
H 1.0664 6.8154 0.1930
H 0.5872 4.9634 1.7704
S 2.9888 -1.6819 -1.2975
C 4.1764 -0.5173 -1.4201
N 4.7746 -0.1077 -2.5559
C 5.7084 0.9927 -2.3548
C 5.7608 1.1037 -0.8142
N 4.7121 0.1840 -0.4014
H 4.3792 -0.3480 -3.4471
H 5.3457 1.9083 -2.8222
H 6.6852 0.7558 -2.7747
H 5.5478 2.1177 -0.4743
H 6.7320 0.8018 -0.4197
H 4.5085 -0.0646 0.5497
N 3.8627 5.1578 -2.4806
C 4.5870 5.8238 -3.4474
C 5.1832 7.0813 -3.4771
C 5.8488 7.4199 -4.6374
C 5.9169 6.5397 -5.7325
C 5.3190 5.2977 -5.6944
C 4.6403 4.9370 -4.5295
N 3.9481 3.7723 -4.2299
C 3.5049 3.9507 -3.0161
C 2.7067 2.9740 -2.2625
C 2.0046 1.9772 -2.9360
C 1.1711 1.1580 -2.2113
N 1.0159 1.2593 -0.8802
C 1.7931 2.1228 -0.2301
C 2.6335 3.0092 -0.8812
H 3.5230 5.5398 -1.6147
H 5.1298 7.7628 -2.6383
H 6.3287 8.3870 -4.7082
H 6.4474 6.8509 -6.6225
H 5.3587 4.6194 -6.5363
H 2.0703 1.8968 -4.0117
H 0.5904 0.3891 -2.7004
H 1.6846 2.1459 0.8456
H 3.1912 3.7240 -0.2912

E_tot = -4677.699055 Ha
expectation value of S² = 6.123
maximum force = 0.8 eV/A
E_LUMO (spin up / spin down) = -0.383 / -1.364 eV
2S+1 = 5

***

Record 6
Density functional theory data (ωB97M-V with the def2-TZVPD basis set) for a 2-piece molecular cluster, C3H9NO2 overall.

Cartesian coordinates (Å):
C -1.6609 0.7201 -1.1215
C 2.1562 -1.1535 0.7713
C -1.0957 0.1353 0.1358
N 0.9103 0.5601 -0.3015
O -1.2984 0.5614 1.3893
O 1.7609 -0.5376 -0.4243
H -1.0557 0.3304 -1.8473
H -2.7425 0.3891 -1.3287
H -1.5434 1.8557 -0.8457
H 3.0765 -0.9179 1.2261
H 2.1533 -2.2028 0.5854
H 1.3788 -1.1188 1.5193
H -1.0294 -0.9178 0.2312
H 0.6394 0.7876 -1.3385
H -1.6493 1.5086 1.3492

E_tot = -324.750791 Ha
maximum force = 5.0 eV/A
E_LUMO (spin up / spin down) = 0.762 / 0.762 eV
2S+1 = 1

***

Record 7
Density functional theory data (ωB97M-V with the def2-TZVPD basis set) for C5H6O in the gas phase.

Cartesian coordinates (Å):
C -1.7670 0.0999 -0.4991
C -0.7001 -0.1992 0.5993
C 0.6931 -0.6191 0.0836
O 0.5352 -1.4067 -0.8202
C 2.0000 0.1036 0.1946
C 3.0221 0.7518 0.1369
H -2.6358 0.5587 -0.0060
H -2.1361 -0.7801 -1.0408
H -1.4049 0.8168 -1.2434
H -1.0867 -1.0124 1.2309
H -0.5237 0.6990 1.1666
H 3.9236 1.3425 0.1085

E_tot = -269.256312 Ha
SMILES = C#CC(=O)CC
maximum force = 3.0 eV/A
E_LUMO = 0.224 eV
2S+1 = 1

***

Please write out number 7 again, unchanged.
Density functional theory data (ωB97M-V with the def2-TZVPD basis set) for C5H6O in the gas phase.

Cartesian coordinates (Å):
C -1.7670 0.0999 -0.4991
C -0.7001 -0.1992 0.5993
C 0.6931 -0.6191 0.0836
O 0.5352 -1.4067 -0.8202
C 2.0000 0.1036 0.1946
C 3.0221 0.7518 0.1369
H -2.6358 0.5587 -0.0060
H -2.1361 -0.7801 -1.0408
H -1.4049 0.8168 -1.2434
H -1.0867 -1.0124 1.2309
H -0.5237 0.6990 1.1666
H 3.9236 1.3425 0.1085

E_tot = -269.256312 Ha
SMILES = C#CC(=O)CC
maximum force = 3.0 eV/A
E_LUMO = 0.224 eV
2S+1 = 1

***

> Among the records above, which one has the lowest E_tot?

C40H87AlBr2F3O13

***

> Which formula does entry 6 have?

C3H9NO2